The following is a quantum chemistry calculation of a single C8H9NO5S molecule at a distorted geometry, from the OMol25 dataset.

Each line ends with the Löwdin charge.
Element x y z (Å)
C 0.30 -1.41 -1.16  -0.0448
C -0.58 -2.07 -0.40  -0.0022
C 0.48 0.01 -0.81  -0.2797
C 0.90 0.87 -1.87  0.0179
C -0.97 0.16 0.18  0.0273
C -1.43 -1.23 0.39  -0.4324
C -2.91 -1.51 0.62  0.0198
C 1.11 1.67 1.81  -0.0429
N 0.85 2.23 -1.65  -0.4001
O 0.33 2.59 -0.60  0.0130
O 1.25 3.00 -2.52  0.0703
O 1.78 -0.87 1.55  -0.2809
O 2.94 0.56 -0.03  -0.2959
O -0.85 -0.40 1.40  0.0157
S 1.77 0.30 0.74  0.7463
H 1.13 -1.84 -1.77  0.1456
H -0.82 -3.15 -0.62  0.1467
H 1.31 0.65 -2.93  0.1880
H -3.51 -0.62 0.92  0.1114
H -3.00 -2.36 1.22  0.0606
H -3.28 -1.98 -0.28  0.0826
H 1.22 2.48 1.24  -0.0021
H 0.12 1.28 1.95  0.0453
H 1.85 1.63 2.62  0.0906

Properties
Kohn-Sham gap (spin up / spin down) = 6.628 / 7.917 eV
E_tot = -30994.087 eV
LUMO level (spin up / spin down) = -0.090 / -0.048 Ha
Relative energy (zero: lowest compared OMol25 entry of this formula, charge and spin) = 240.1 kcal per mole

---

The following is a quantum chemistry calculation of C8H9NOS as an isolated structure at a distorted geometry, from the OMol25 dataset.

Each line ends with the Löwdin charge.
Element x y z (Å)
C 2.38 -1.97 0.22  -0.0904
C 1.27 -2.45 -0.58  -0.0757
C 2.27 -0.80 0.90  -0.0802
C 0.12 -1.75 -0.64  -0.1409
C 0.95 -0.12 0.97  -0.0674
C 0.08 -0.62 0.05  -0.1434
C -0.80 2.87 -0.88  -0.0365
C -1.21 2.20 0.11  -0.2854
N -3.14 0.17 0.82  -0.2409
O -2.42 0.22 -1.47  -0.3901
S -2.00 0.52 -0.14  0.7127
H 3.32 -2.51 0.15  0.0961
H 1.47 -3.30 -1.23  0.1051
H 3.17 -0.34 1.39  0.1154
H -0.70 -1.95 -1.42  0.1492
H 0.83 0.80 1.59  0.1011
H -0.32 3.88 -0.91  0.0928
H -1.37 2.50 -1.84  0.1078
H -0.90 2.08 1.13  0.0543
H -3.01 0.56 1.78  0.0164

Properties
Kohn-Sham gap = 8.678 eV
E_tot = -22809.085 eV
LUMO level = 0.003 Ha
Relative energy (zero: lowest compared OMol25 entry of this formula, charge and spin) = 142.1 kcal per mole

---

The following is a quantum chemistry calculation of a single C8H9NS molecule at a distorted geometry, from the OMol25 dataset.

Each line ends with the Löwdin charge.
Element x y z (Å)
C 1.77 0.29 -0.41  -0.2219
C -0.65 1.93 -0.37  -0.0741
C -0.58 1.36 0.86  -0.0842
C -0.61 1.26 -1.66  -0.2570
C 0.13 0.19 1.34  -0.0432
C -1.50 0.38 -2.11  -0.5094
C 1.23 -0.31 0.74  -0.2425
C 2.12 -1.45 1.29  0.0030
N 2.39 0.74 -1.27  0.1974
S -1.45 -0.17 -3.79  0.7252
H -0.82 3.01 -0.51  0.1174
H -0.72 1.85 1.75  0.0711
H 0.15 1.39 -2.34  0.0514
H -0.29 -0.14 2.33  0.1365
H -2.45 0.11 -1.58  0.0903
H 2.90 -1.06 1.76  0.0402
H 2.38 -2.10 0.41  0.1152
H 1.59 -2.01 1.90  0.0185
H -2.43 -1.11 -3.80  -0.1338

Properties
Kohn-Sham gap = 8.415 eV
E_tot = -20763.853 eV
LUMO level = 0.002 Ha
Relative energy (zero: lowest compared OMol25 entry of this formula, charge and spin) = 41.6 kcal per mole
SMILES = C/C(C#N)=C/C=C\C=C\S

---

- What is the relative energy (zero: lowest compared OMol25 entry of this formula, charge and spin) in the second record?
  142.1 kcal per mole